ORCA calculation (the ωB97M-V functional and the def2-TZVPD basis) on C6H7ClO in the gas phase in a non-equilibrium geometry.

Last column: Löwdin charge in e.
Cartesian coordinates (Å):
C1 -0.0658 -1.4708 0.9903  -0.14
C2 1.1292 -1.1283 1.4180  0.16
C3 -1.0689 0.7134 0.0385  -0.09
C4 0.3237 1.2961 -0.1317  -0.19
C5 -0.7631 -0.8532 -0.2493  -0.33
C6 0.9673 0.2556 -1.0290  -0.67
O1 0.0783 -0.7128 -1.2700  -0.11
Cl1 1.7690 0.8031 -2.4864  0.67
H1 -0.8026 -1.9795 1.5030  0.07
H2 2.1581 -0.9921 1.1640  0.04
H3 -1.4601 0.8771 1.0673  0.13
H4 -1.7327 1.1431 -0.6520  0.09
H5 0.2998 2.3292 -0.5117  0.12
H6 0.7612 1.3338 0.7904  0.06
H7 -1.5936 -1.6145 -0.6413  0.19

LUMO level (alpha / beta) ... 0.4 / 0.0 eV
E_HOMO (alpha / beta) ... -0.3086 / -0.2856 Ha
Frontier orbital gap (alpha / beta) ... 8.75 / 7.80 eV
Net charge ... 0

ORCA calculation (the ωB97M-V functional and the def2-TZVPD basis) on 2 unconnected molecules or ions with the total composition C4H11ClS2Si in a non-equilibrium geometry.

Last column: Löwdin charge in e.
Cartesian coordinates (Å):
C1 1.9871 -0.2754 1.1661  -0.18
C2 1.0893 -1.0882 -0.9259  -0.12
C3 1.6696 1.3408 -0.8129  -0.12
C4 1.2014 0.1416 0.0143  -0.72
Si1 -0.6493 0.5786 0.6160  -0.15
S1 -6.4302 -1.1610 -0.3582  0.52
S2 -2.2891 0.0081 -0.2680  0.37
Cl1 -0.3263 1.7608 2.2990  0.22
H1 2.0016 0.1677 2.1539  0.05
H2 1.7478 -1.2845 1.5207  0.09
H3 3.0860 -0.2581 0.9419  0.11
H4 0.4221 -0.8709 -1.8117  0.09
H5 0.6852 -1.9329 -0.3859  0.07
H6 2.1193 -1.1600 -1.2673  0.08
H7 0.8935 1.8457 -1.3586  0.07
H8 2.1060 2.1747 -0.3221  0.07
H9 2.5472 1.0802 -1.3673  0.07
H10 -5.7534 -1.1800 0.7024  -0.29
H11 -6.1077 0.1129 -0.5366  -0.23

LUMO level (alpha / beta) ... 0.1 / -3.7 eV
<S²> ... 2.0054
E_HOMO (alpha / beta) ... -0.2063 / -0.3606 Ha
Frontier orbital gap (alpha / beta) ... 5.71 / 6.14 eV
Net charge ... 0
Multiplicity ... 3

ORCA calculation (the ωB97M-V functional and the def2-TZVPD basis) on C6H8N2O in the gas phase in a non-equilibrium geometry.

Last column: Löwdin charge in e.
Cartesian coordinates (Å):
C1 -0.1799 1.4302 -2.3084  -0.02
C2 0.3982 0.4458 -1.3743  -0.36
O1 1.4251 -0.2298 -1.6958  0.03
C3 -0.3467 0.1265 -0.1520  -0.22
N1 -1.6345 0.4701 0.1311  0.13
C4 -1.8567 -0.0417 1.3904  -0.15
C5 -0.8422 -0.6699 1.8977  -0.04
N2 0.1609 -0.6125 0.9206  -0.05
C6 1.4851 -1.1755 1.0262  -0.02
H1 -0.9662 0.9916 -2.6204  -0.01
H2 0.5610 1.6361 -3.2692  0.15
H3 -0.2182 2.5020 -1.7530  0.15
H4 -2.7503 0.2525 1.8742  0.10
H5 -0.6683 -1.0516 2.7237  0.04
H6 1.5482 -1.5204 2.1713  0.15
H7 1.6582 -1.9782 0.2788  0.10
H8 2.2264 -0.5751 0.7590  0.03

LUMO level ... 0.2 eV
SMILES ... CC(=O)c1nccn1C
E_HOMO ... -0.3443 Ha
Frontier orbital gap ... 9.56 eV
Net charge ... 0

ORCA calculation (the ωB97M-V functional and the def2-TZVPD basis) on C19H19F3N6O2 in the gas phase in a non-equilibrium geometry.

Last column: Löwdin charge in e.
Cartesian coordinates (Å):
C1 3.6203 -3.2639 2.2863  -0.05
N1 2.2120 -2.8742 2.5842  -0.12
C2 1.5286 -3.5409 3.7116  -0.13
C3 0.0033 -3.6092 3.4567  -0.12
O1 -0.5937 -2.3646 2.9564  -0.05
C4 0.1152 -1.7387 1.9513  -0.12
C5 -0.5875 -0.7546 1.0969  -0.25
N2 -1.9244 -0.5534 1.2938  0.06
C6 -2.7923 0.2145 0.3709  -0.14
C7 -3.9488 0.8689 1.1710  -0.27
C8 -5.2533 0.1146 1.3834  -0.11
C9 -5.2058 1.3061 0.4041  -0.11
N3 0.0144 -0.1585 0.0927  0.14
N4 1.3531 -0.3680 -0.1148  0.03
C10 2.1834 0.0565 -1.1388  -0.22
C11 1.9989 1.0077 -2.2571  -0.13
C12 3.0217 1.2262 -3.1732  -0.04
C13 2.8687 2.1778 -4.1869  -0.05
C14 1.6635 2.9092 -4.2817  -0.01
C15 0.6213 2.6642 -3.3681  -0.25
O2 -0.5385 3.4035 -3.3004  0.08
C16 -0.4768 4.8354 -3.4974  -0.54
F1 -1.5964 5.2975 -2.8381  0.13
F2 -0.5586 5.1536 -4.8300  0.14
F3 0.6158 5.3830 -2.9268  0.17
C17 0.7851 1.6999 -2.3916  0.05
N5 3.3081 -0.5790 -1.0092  0.07
N6 3.2697 -1.3899 0.0907  0.06
C18 2.0925 -1.2691 0.6507  -0.21
C19 1.4908 -1.9785 1.7717  -0.06
H1 3.7200 -3.6021 1.2148  0.09
H2 3.9993 -4.0560 2.9478  0.08
H3 4.2814 -2.4067 2.4695  0.08
H4 1.7541 -3.0135 4.6900  0.14
H5 1.8988 -4.6089 3.7858  0.14
H6 -0.4948 -3.8411 4.3838  0.12
H7 -0.1936 -4.4035 2.7404  0.13
H8 -2.3117 -1.0947 2.0611  0.14
H9 -2.2136 0.9978 -0.1569  0.11
H10 -3.1602 -0.4016 -0.4507  0.12
H11 -3.5824 1.5580 1.9284  0.13
H12 -5.4149 -0.8752 0.9111  0.11
H13 -5.8188 0.2894 2.2826  0.08
H14 -5.6951 2.2049 0.6671  0.08
H15 -5.2108 1.0974 -0.6514  0.09
H16 3.9671 0.6651 -3.1636  0.12
H17 3.6670 2.3921 -4.8928  0.10
H18 1.5125 3.7234 -5.0198  0.12
H19 0.0057 1.4994 -1.7053  0.09

LUMO level ... 0.6 eV
SMILES ... CN1CCOc2c(NCC3CC3)nn3c(-c4cccc(OC(F)(F)F)c4)nnc3c21
E_HOMO ... -0.2778 Ha
Frontier orbital gap ... 8.12 eV
Net charge ... 0

ORCA calculation (the ωB97M-V functional and the def2-TZVPD basis) on 10 unconnected molecules or ions with the total composition C5H29NO10 in a non-equilibrium geometry.

Last column: Löwdin charge in e.
Cartesian coordinates (Å):
C1 3.1458 1.2325 0.3353  -0.08
C2 1.6833 1.6542 0.3895  -0.21
C3 0.8971 1.1283 -0.8437  -0.33
C4 0.7371 -0.4021 -0.6529  -0.19
O1 0.9149 -1.2380 -1.5100  0.04
N1 -0.4427 1.6084 -1.0183  -0.05
C5 -0.4710 2.8332 -1.8811  -0.09
H1 3.1930 0.2523 -0.1574  0.08
H2 3.5603 1.2434 1.3471  0.08
H3 3.7146 1.9408 -0.2765  0.08
H4 1.6721 2.7776 0.4330  0.13
H5 1.1276 1.5019 1.3103  0.07
H6 1.5060 1.2812 -1.7531  0.15
H7 0.3424 -0.7756 0.3013  0.10
H8 -0.9666 1.9158 -0.2131  0.07
H9 0.3870 2.8572 -2.5774  0.09
H10 -0.6339 3.7739 -1.3637  0.07
H11 -1.3029 2.8131 -2.5987  0.07
O2 -0.6688 1.0089 2.8110  -0.07
H12 -1.4925 1.4121 3.1051  0.06
H13 -0.8992 0.3391 2.1244  0.01
O3 1.5994 -0.1190 3.5473  -0.08
H14 1.6438 -1.0419 3.2649  0.01
H15 0.7294 0.1468 3.1791  -0.03
O4 -1.0322 -1.0398 -3.8198  -0.07
H16 -0.6078 -0.7609 -2.9963  -0.01
H17 -0.2486 -1.4773 -4.1806  0.05
O5 -1.1675 -3.7933 -0.7796  -0.05
H18 -1.4687 -2.8989 -0.9490  0.01
H19 -0.5227 -4.1166 -1.4116  0.04
O6 2.7529 -3.4126 -0.1009  -0.06
H20 1.8365 -3.2184 -0.3248  -0.01
H21 2.8371 -3.4949 0.8543  0.03
O7 -2.8946 -0.6115 -1.5435  -0.06
H22 -3.4580 -1.1585 -2.1195  0.07
H23 -2.5848 -0.1529 -2.3480  0.04
O8 0.2977 -2.7691 1.8067  -0.06
H24 0.4416 -3.6081 2.2552  0.05
H25 -0.6350 -2.8403 1.5454  0.02
O9 -1.8115 -0.7830 1.1616  -0.05
H26 -2.0531 -0.4244 0.2904  0.02
H27 -2.6626 -0.9432 1.5968  0.09
O10 -2.5191 3.2673 1.5560  -0.04
H28 -2.6287 3.5191 0.6349  0.03
H29 -1.8472 2.5735 1.5699  -0.01

LUMO level ... 0.0 eV
SMILES ... CC[C@@H](C=O)NC.O.O.O.O.O.O.O.O.O
E_HOMO ... -0.3464 Ha
Frontier orbital gap ... 9.42 eV
Net charge ... 0

ORCA calculation (the ωB97M-V functional and the def2-TZVPD basis) on C3H8OSi in the gas phase in a non-equilibrium geometry.

Last column: Löwdin charge in e.
Cartesian coordinates (Å):
C1 -0.5423 -2.1910 0.2712  -0.09
C2 0.1590 -0.8863 0.0545  -0.26
C3 -0.4472 0.2830 0.1346  -0.27
Si1 0.2817 2.0191 -0.0215  0.51
O1 1.5301 2.0182 -1.0416  -0.17
H1 -0.3190 -2.4776 1.2254  0.05
H2 -0.2674 -2.8000 -0.5205  0.05
H3 -1.6302 -1.9931 0.1785  0.09
H4 1.2285 -0.8298 -0.4429  0.13
H5 -1.3837 0.1886 0.6993  0.06
H6 -0.8096 2.8751 -0.3413  -0.06
H7 0.6209 2.3787 1.5034  -0.01
H8 1.5794 1.4151 -1.6990  -0.01

LUMO level ... 0.8 eV
SMILES ... C/C=C/[SiH2]O
E_HOMO ... -0.3533 Ha
Frontier orbital gap ... 10.37 eV
Net charge ... 0

ORCA calculation (the ωB97M-V functional and the def2-TZVPD basis) on a gas-phase ion, C3H4NO (charge -1) in a non-equilibrium geometry.

Last column: Löwdin charge in e.
Cartesian coordinates (Å):
C1 -0.0769 0.8779 -0.5327  -0.26
C2 -0.2318 1.4728 0.6393  -0.26
C3 -0.0716 -0.6685 -0.7932  -0.38
N1 -0.1225 -1.4488 0.3913  -0.15
O1 0.9309 -1.9979 0.7147  -0.13
H1 -0.1767 1.1080 1.7061  0.01
H2 -0.2536 2.5847 0.6454  -0.02
H3 -0.9478 -0.9673 -1.4129  0.08
H4 0.9499 -0.9608 -1.3581  0.11

LUMO level (alpha / beta) ... 4.7 / 4.7 eV
E_HOMO (alpha / beta) ... -0.0719 / -0.0717 Ha
Frontier orbital gap (alpha / beta) ... 6.65 / 6.64 eV
Net charge ... -1

ORCA calculation (the ωB97M-V functional and the def2-TZVPD basis) on a molecular structure, C5H4OTl in a non-equilibrium geometry.

Last column: Löwdin charge in e.
Cartesian coordinates (Å):
C1 -0.3821 1.4514 0.7414  -0.01
H1 -0.3151 2.3961 0.1922  0.19
H2 1.1009 1.5683 2.4428  0.14
H3 -0.4483 1.1663 2.1972  0.34
C2 0.7848 0.9860 1.5698  0.02
C3 -0.1340 0.3063 0.0327  0.09
C4 -0.3845 -0.6975 -0.7674  0.15
C5 -0.6179 -1.6590 -1.5495  -0.04
O1 -0.8633 -2.5583 -2.2934  -0.19
Tl1 -0.5203 -3.9090 -3.6736  1.17
H4 1.7798 0.9494 1.1078  0.15

LUMO level (alpha / beta) ... -10.9 / -11.6 eV
<S²> ... 0.7813
E_HOMO (alpha / beta) ... -0.6707 / -0.6849 Ha
Frontier orbital gap (alpha / beta) ... 7.32 / 7.08 eV
Net charge ... +2
Multiplicity ... 2

Record order is preserved below.
Energy above the lowest of the compared OMol25 structures with the same formula, charge and spin: 131.7; 0.0; 56.2; 2.2; 88.6; 18.9; 42.6; 108.4 kcal/mol
Record order is preserved below.
DFT total energy: -768.0542; -1704.9561; -418.0937; -1513.9592; -1015.0087; -483.8126; -246.5490; -439.6038 Eh